Entry 1:
C18H27N3O6S in the gas phase in a non-equilibrium geometry, computed with ωB97M-V/def2-TZVPD.

## Properties
energy above the lowest of the compared OMol25 structures with the same formula, charge and spin: 35.0 kcal per mole
total energy: -1715.9954 hartree
maximum force: 1.066 eV/A
gap between HOMO and LUMO: 9.27 eV
SMILES string: COC(=O)CN(C)C(=O)c1ccc(OC2CCN(S(=O)(=O)N(C)C)CC2)cc1
multiplicity: 1

Geometry as XYZ:
```
55
Properties=species:S:1:pos:R:3:forces:R:3
C 9.170854 -1.304349 1.230731 0.042 -0.173 0.330
H 10.197747 -1.178822 0.898574 -0.056 -0.001 0.005
H 8.992472 -0.743361 2.149765 0.038 -0.051 -0.066
H 8.951122 -2.358251 1.412693 0.045 0.087 -0.004
O 8.350771 -0.802456 0.181525 0.020 0.172 -0.362
C 7.033253 -0.850384 0.389908 -0.167 0.016 -0.103
O 6.521935 -1.306871 1.376021 0.002 0.025 0.098
C 6.287381 -0.259389 -0.798381 -0.006 0.290 0.057
N 4.860880 -0.218524 -0.591906 0.371 -0.160 -0.070
C 4.319863 0.951456 -0.159485 -0.025 0.022 -0.137
O 5.001624 1.945983 0.013041 0.045 0.195 0.228
C 2.840649 0.981207 0.039450 -0.214 0.179 -0.081
C 1.963207 0.770229 -1.015239 0.221 0.060 0.252
C 0.594910 0.887465 -0.839079 -0.374 0.033 -0.053
C 0.080418 1.221122 0.410045 0.315 -0.002 0.127
C 0.965306 1.443360 1.468668 -0.199 -0.029 -0.083
C 2.325480 1.337172 1.282538 0.033 -0.071 -0.157
H 3.004035 1.524975 2.100098 0.060 0.050 0.097
H 0.554064 1.711317 2.428913 -0.047 0.032 0.123
O -1.234683 1.377298 0.714820 0.087 0.049 0.212
C -2.233486 1.155783 -0.265856 -0.460 -0.028 -0.686
C -3.516506 1.821853 0.242795 0.401 -0.100 0.211
C -4.011297 1.118049 1.507805 -0.178 0.626 -0.035
N -4.182860 -0.301356 1.312646 -0.866 -0.444 0.117
S -5.656127 -0.834586 0.799364 0.422 0.153 0.078
O -6.637695 -0.136979 1.568181 -0.048 0.285 -0.179
O -5.612710 -2.262506 0.839919 0.120 -0.064 -0.302
N -5.780686 -0.339171 -0.826127 -0.067 -0.373 0.996
C -5.812330 -1.423029 -1.783051 0.117 -0.345 -0.154
H -5.129130 -2.197082 -1.447209 0.008 -0.107 -0.245
H -5.498334 -1.047132 -2.758664 0.002 -0.002 0.020
H -6.812993 -1.859625 -1.873861 0.019 -0.022 -0.026
C -6.789803 0.668005 -1.069216 -0.198 0.330 0.072
H -6.791678 1.361042 -0.233627 -0.129 0.186 -0.142
H -6.549115 1.199032 -1.992074 0.005 -0.006 0.018
H -7.790300 0.230871 -1.159010 -0.008 0.039 -0.004
C -3.013140 -0.974772 0.804690 0.336 -0.434 -0.384
C -2.492602 -0.341917 -0.487480 0.262 0.179 0.326
H -3.233047 -0.449850 -1.279338 0.050 -0.003 -0.086
H -1.573167 -0.847666 -0.786484 -0.016 -0.015 -0.066
H -3.291641 -2.016969 0.651535 0.274 -0.017 0.043
H -2.235860 -0.921708 1.574396 -0.101 -0.073 -0.030
H -4.975638 1.510048 1.829045 0.170 0.186 0.115
H -3.279811 1.260989 2.308810 -0.128 -0.026 0.006
H -3.316293 2.869996 0.466907 -0.020 0.040 -0.055
H -4.271915 1.759047 -0.539308 0.021 0.055 -0.049
H -1.934802 1.632271 -1.211855 -0.011 -0.060 0.177
H -0.051812 0.723972 -1.686867 -0.090 -0.013 -0.038
H 2.349081 0.523403 -1.993787 0.036 -0.054 -0.093
C 4.175850 -1.487285 -0.636837 -0.124 -0.297 0.007
H 4.665226 -2.195718 0.034021 -0.052 0.002 -0.023
H 4.195748 -1.888354 -1.654489 -0.060 -0.025 0.014
H 3.143815 -1.366948 -0.320171 0.077 -0.092 -0.036
H 6.527917 -0.840463 -1.693993 0.014 0.037 0.067
H 6.635871 0.769580 -0.933529 0.031 -0.242 -0.049
```
Forces are in eV/Å.

Now the Löwdin charges, all in e:
1 C -0.05
2 H 0.09
3 H 0.10
4 H 0.10
5 O -0.03
6 C -0.48
7 O 0.12
8 C -0.05
9 N -0.09
10 C -0.42
11 O 0.08
12 C -0.16
13 C -0.03
14 C -0.01
15 C -0.25
16 C 0.01
17 C 0.00
18 H 0.13
19 H 0.12
20 O -0.02
21 C -0.32
22 C -0.09
23 C -0.17
24 N -0.23
25 S 0.64
26 O -0.27
27 O -0.27
28 N -0.33
29 C -0.12
30 H 0.08
31 H 0.09
32 H 0.09
33 C -0.12
34 H 0.08
35 H 0.09
36 H 0.09
37 C -0.17
38 C -0.10
39 H 0.11
40 H 0.11
41 H 0.12
42 H 0.14
43 H 0.12
44 H 0.13
45 H 0.13
46 H 0.10
47 H 0.15
48 H 0.11
49 H 0.12
50 C -0.03
51 H 0.09
52 H 0.10
53 H 0.09
54 H 0.14
55 H 0.14

Entry 2:
10 unconnected molecules or ions with the total composition C29H83N5O14 in a non-equilibrium geometry, computed with ωB97M-V/def2-TZVPD.

## Properties
energy above the lowest of the compared OMol25 structures with the same formula, charge and spin: 0.0 kcal per mole
total energy: -2481.6341 hartree
maximum force: 2.992 eV/A
gap between HOMO and LUMO: 9.56 eV
SMILES string: COC[C@H](C)N.COC[C@H](C)N.COC[C@H](C)N.COC[C@H](C)N.COC[C@H](C)N.OCCO.OCCO.OCCO.OCCO.CO
multiplicity: 1

Geometry as XYZ:
```
131
Properties=species:S:1:pos:R:3:forces:R:3
C 1.158446 7.098260 24.983728 -0.627 0.339 -1.134
O 0.189700 7.973083 24.319819 0.616 -0.263 0.831
H 2.151272 7.448696 24.740631 0.489 0.199 0.279
H 0.989165 7.055923 26.060786 0.020 -0.127 -0.067
H 1.095462 6.123905 24.496287 -0.312 0.006 0.321
H 0.318742 8.837610 24.736597 -0.213 -0.208 -0.280
C 6.881183 8.764072 25.893485 -0.483 -1.102 -2.183
C 7.192388 7.429813 25.152179 -2.220 0.329 -1.114
C 5.998323 6.434478 25.438278 1.618 0.279 0.208
O 6.389801 5.797818 26.657536 -0.970 0.229 -0.141
C 5.332163 4.978741 27.107751 -0.027 0.165 0.271
N 7.253267 7.661737 23.687425 0.118 1.150 0.819
H 6.694136 8.424606 26.876886 -0.453 0.332 1.296
H 6.013359 9.221436 25.375393 0.203 -0.261 0.648
H 7.673827 9.482786 25.846668 0.698 0.263 0.126
H 8.106179 7.043214 25.541970 0.642 -0.693 0.375
H 5.848533 5.632431 24.686833 0.271 0.671 -0.003
H 5.049758 7.004447 25.536851 0.350 -0.270 0.079
H 4.447099 5.553275 27.415686 0.203 0.284 -0.103
H 5.692108 4.470774 27.998665 0.004 -0.391 -0.108
H 4.985895 4.319500 26.302551 0.180 -0.249 0.252
H 7.659977 6.905462 23.178693 -0.002 -0.782 0.139
H 7.924038 8.413981 23.577161 -0.074 0.269 -0.299
C 5.068649 7.577977 20.570872 -0.679 -0.554 0.105
C 3.779903 8.118228 21.179880 -0.176 0.489 1.359
C 3.557288 9.574475 20.789069 -1.247 -1.384 -1.765
O 2.269331 9.985064 21.183124 -0.520 -0.661 -1.381
C 2.113733 10.430075 22.468460 -2.156 2.069 0.145
N 2.630700 7.284000 20.856600 -0.460 0.278 1.575
H 5.040542 7.636273 19.445258 0.183 0.106 1.062
H 5.120171 6.500566 20.867983 0.370 0.851 -0.246
H 5.872375 8.172729 21.031267 0.114 -0.519 -0.515
H 3.874814 8.145356 22.291070 0.160 -0.461 -0.470
H 3.476147 9.488000 19.683102 0.257 0.712 0.376
H 4.337756 10.251389 21.071310 0.546 0.483 0.349
H 2.322430 11.496612 22.429452 0.202 0.485 0.556
H 2.775578 9.985167 23.145217 0.816 -0.946 1.332
H 1.015488 10.381681 22.803687 1.608 -0.460 -0.526
H 1.710458 7.713442 21.054079 1.058 -0.067 -0.028
H 2.653575 7.051783 19.909280 -0.060 -0.484 -1.862
C 6.978481 2.152237 24.852383 2.003 -0.301 1.458
C 6.052900 2.512047 23.720724 1.436 1.712 -0.638
C 6.910912 3.093146 22.528061 -0.488 -0.926 0.429
O 6.970369 4.474421 22.650104 1.486 1.354 -1.041
C 7.731267 4.999641 21.532227 0.961 -1.223 0.605
N 5.248472 1.451469 23.220630 -0.678 -1.494 -0.119
H 6.590802 1.758422 25.826234 -0.318 0.261 -1.075
H 7.583566 3.032292 25.150316 -0.708 0.092 -0.152
H 7.839784 1.495662 24.582785 -0.901 -0.204 -0.285
H 5.478956 3.392587 24.092344 -0.217 -0.822 -0.398
H 6.375351 2.873566 21.585232 0.191 -0.212 0.120
H 7.938484 2.629778 22.462387 -0.802 0.324 0.152
H 8.696999 4.424378 21.396721 -1.074 0.108 0.080
H 8.116377 5.979191 21.758146 -0.515 0.543 -0.067
H 7.161596 4.956418 20.597343 0.011 0.153 0.187
H 5.777754 0.577026 23.163315 -0.143 0.334 0.256
H 4.964401 1.632197 22.260405 -0.174 0.107 0.264
C 0.592937 3.666572 19.158201 -1.553 1.301 -0.895
C 1.376558 2.603490 18.370493 0.792 1.614 1.317
C 1.327750 1.352733 19.151449 2.505 -0.939 -0.531
O 2.139654 1.479071 20.311637 -0.167 -0.367 0.141
C 2.200722 0.265247 21.008135 0.646 -2.548 -0.316
N 0.846586 2.424462 17.056543 1.088 -0.039 -1.226
H -0.516909 3.702986 18.889841 1.287 -0.409 -0.003
H 0.910376 4.706918 19.019065 0.243 -0.209 -0.423
H 0.589928 3.570290 20.225237 0.392 -0.631 0.644
H 2.464904 2.857051 18.341870 -0.779 0.209 -0.272
H 1.755384 0.586255 18.457233 -0.316 -0.082 0.753
H 0.330840 1.134600 19.376827 -1.762 -0.742 0.650
H 2.879137 0.227200 21.874719 -0.102 0.939 -0.332
H 2.595711 -0.610729 20.348234 -0.649 1.420 0.620
H 1.235909 -0.082361 21.404295 -0.094 0.341 -0.225
H 1.442066 1.765332 16.516948 -0.824 0.585 0.495
H -0.075128 2.054572 17.150878 -0.715 -0.368 -0.316
C -1.492058 7.674597 20.560606 0.106 -1.053 0.724
C -1.918594 6.822034 21.767299 -0.473 -0.833 0.957
C -3.427671 6.485128 21.850144 0.485 0.796 -2.501
O -3.802505 5.701648 20.690524 -1.289 -0.076 -0.037
C -5.251276 5.546356 20.558581 1.185 -0.337 -0.349
N -1.213668 5.541519 21.894079 0.522 -0.403 -0.627
H -2.105764 7.352025 19.720734 0.372 0.089 -0.358
H -0.385809 7.556172 20.382536 -1.225 0.293 0.025
H -1.756532 8.679005 20.833872 0.177 0.742 -0.324
H -1.704929 7.345023 22.696325 0.041 0.318 0.075
H -3.992931 7.422600 21.778105 -0.116 -0.046 0.520
H -3.628886 5.899936 22.713318 -0.210 -0.218 1.066
H -5.673133 6.049037 19.697490 0.449 0.317 -0.529
H -5.765799 5.965632 21.381235 -0.394 0.435 1.231
H -5.573529 4.504460 20.475581 0.545 -0.094 0.106
H -0.294674 5.626606 22.309845 0.178 0.440 0.320
H -0.947465 5.275620 20.950235 -0.338 -0.523 -0.079
C 2.191205 3.817654 27.817480 -0.951 -0.897 -0.756
C 2.211884 2.444810 27.082167 -0.827 0.539 1.525
O 1.333865 2.423592 25.966329 -0.058 0.536 0.265
O 0.874798 4.110048 28.299271 0.107 0.830 -0.844
H 2.635147 4.610748 27.203067 -0.495 -0.060 -0.044
H 2.734106 3.753744 28.722037 1.071 -0.246 0.815
H 1.879484 1.661214 27.828511 0.583 0.635 -0.778
H 3.234257 2.315916 26.767463 0.295 -0.543 -0.364
H 0.423155 2.743026 26.258015 0.660 -0.332 -0.226
H 0.284586 4.307813 27.546151 0.226 -0.060 0.203
C 3.460193 4.942249 23.247052 -1.481 -1.422 -0.562
C 2.629916 4.005294 22.359159 -0.431 0.490 1.966
O 1.232496 4.278689 22.697088 0.977 -0.675 -0.865
O 3.264370 4.625552 24.620916 0.123 -0.163 0.604
H 3.142409 5.942263 23.024924 -0.044 0.728 0.035
H 4.484478 4.798294 22.945374 0.633 0.172 0.278
H 2.860053 2.980481 22.702776 -0.032 0.168 -0.548
H 2.848910 4.167823 21.313668 -0.087 -0.048 -0.353
H 0.792545 3.423038 22.536862 -0.129 0.259 0.417
H 2.481930 4.061241 24.821945 0.526 0.500 -0.849
C -0.849362 1.312663 23.773369 -0.894 -1.437 0.852
C -1.912077 2.221005 23.294939 -1.630 0.875 -1.071
O -1.881132 3.491006 23.938427 -0.252 -0.428 0.427
O 0.415812 1.797239 23.528488 0.972 0.128 -1.035
H -1.084384 0.351858 23.226963 0.715 0.508 0.625
H -1.001801 1.160301 24.859780 0.106 -0.284 -0.375
H -2.939737 1.757156 23.438561 1.163 0.430 -0.087
H -1.785527 2.426977 22.214690 -0.097 -0.322 0.276
H -1.607242 4.162010 23.296832 0.032 0.619 -0.507
H 0.930608 2.019731 24.327699 -0.342 -0.298 0.161
C -2.124883 3.296711 28.468819 1.807 -0.581 0.854
C -2.120529 2.804167 27.032612 -1.320 0.274 0.443
O -1.030425 3.430672 26.356327 -0.877 -0.427 -0.883
O -1.095345 2.644472 29.236882 0.998 0.509 -0.431
H -3.031159 3.075607 28.974122 -1.077 -0.381 0.231
H -1.933898 4.358796 28.640968 -0.374 0.293 -0.906
H -3.126331 3.032876 26.575847 1.057 0.257 0.023
H -2.089483 1.688248 27.022997 0.478 0.660 0.102
H -1.299699 3.459341 25.373779 0.336 0.358 0.647
H -0.223109 3.134240 29.042622 -1.594 -0.999 0.385
```
Forces are in eV/Å.

Löwdin atomic charge list, values in e, 99 entries:
1 C -0.11
2 O -0.15
3 H 0.06
4 H 0.08
5 H 0.06
6 H 0.07
7 C -0.05
8 C -0.37
9 C -0.17
10 O -0.19
11 C -0.13
12 N 0.05
13 H 0.06
14 H 0.08
15 H 0.06
16 H 0.12
17 H 0.10
18 H 0.13
19 H 0.08
20 H 0.09
21 H 0.06
22 H 0.01
23 H 0.07
24 C -0.06
25 C -0.47
26 C -0.20
27 O -0.20
28 C -0.13
29 N 0.08
30 H 0.10
31 H 0.07
32 H 0.08
33 H 0.13
34 H 0.14
35 H 0.12
36 H 0.08
37 H 0.06
38 H 0.11
39 H 0.08
40 H 0.05
41 C -0.08
42 C -0.44
43 C -0.22
44 O -0.21
45 C -0.09
46 N 0.05
47 H 0.09
48 H 0.09
49 H 0.08
50 H 0.11
51 H 0.12
52 H 0.13
53 H 0.10
54 H 0.06
55 H 0.09
56 H 0.09
57 H 0.06
58 C -0.05
59 C -0.47
60 C -0.24
61 O -0.18
62 C -0.14
63 N 0.04
64 H 0.11
65 H 0.07
66 H 0.03
67 H 0.16
68 H 0.14
69 H 0.11
70 H 0.07
71 H 0.11
72 H 0.08
73 H 0.09
74 H 0.06
75 C -0.03
76 C -0.40
77 C -0.18
78 O -0.20
79 C -0.08
80 N 0.06
81 H 0.07
82 H 0.08
83 H 0.07
84 H 0.12
85 H 0.13
86 H 0.11
87 H 0.08
88 H 0.06
89 H 0.08
90 H 0.05
91 H 0.07
92 C -0.18
93 C -0.18
94 O -0.11
95 O -0.09
96 H 0.09
97 H 0.11
98 H 0.14
99 H 0.11

Entry 3:
A gas-phase ion, C8H8BrN2 (charge +1) in a non-equilibrium geometry, computed with ωB97M-V/def2-TZVPD.

## Properties
energy above the lowest of the compared OMol25 structures with the same formula, charge and spin: 62.0 kcal per mole
charge: +1
total energy: -2992.7980 hartree
maximum force: 4.829 eV/A
gap between HOMO and LUMO: 7.15 eV
multiplicity: 1

Geometry as XYZ:
```
19
Properties=species:S:1:pos:R:3:forces:R:3
C 0.590211 -1.502048 0.124975 3.056 -1.379 -0.043
C 1.442427 -0.436445 0.098974 -4.775 0.600 -0.403
C 1.118875 3.117819 0.018882 -1.123 1.996 -0.119
C -0.239449 2.701484 0.056395 1.521 0.541 -0.310
C -0.852620 -1.575717 0.045634 -0.415 1.527 0.158
C 1.007855 0.945481 -0.002808 0.802 -1.141 0.046
C -1.621368 -0.526914 0.130595 -0.032 1.651 -0.321
C -1.613739 -2.885222 -0.207910 3.166 0.352 3.528
N 1.869424 2.002114 0.004021 -0.299 -1.862 -0.377
N -0.224796 1.354852 -0.008101 -1.369 -1.960 0.671
Br -3.252389 0.204634 0.108866 0.398 -0.125 0.029
H 1.154625 -2.494224 0.190649 -1.220 1.267 -0.067
H 2.443797 -0.479925 0.192231 3.270 -1.095 0.264
H 1.622462 4.113992 -0.034415 -0.928 -1.056 0.146
H -1.208905 3.176533 0.093665 0.473 0.600 -0.009
H -1.255154 -3.532074 0.637869 -0.231 0.115 -1.030
H -2.634888 -2.850505 -0.119204 -2.367 0.393 -0.318
H -1.190153 -3.138125 -1.110448 0.309 -1.379 -2.192
H 2.843789 1.804286 -0.219877 -0.236 0.954 0.346
```
Forces are in eV/Å.

Now the Löwdin charges, all in e:
1 C -0.02
2 C 0.04
3 C -0.04
4 C -0.06
5 C -0.32
6 C -0.32
7 C -0.43
8 C 0.03
9 N 0.12
10 N 0.09
11 Br 0.97
12 H 0.15
13 H 0.08
14 H 0.14
15 H 0.11
16 H 0.13
17 H 0.06
18 H 0.08
19 H 0.19